# C4H9NO

A 2-piece molecular cluster, C4H9NO overall in a non-equilibrium geometry (the ωB97M-V functional and the def2-TZVPD basis, the OMol25 dataset).

Its spin multiplicity is 1. The calculation puts the LUMO energy at 0.02792 Ha. The energy above the lowest of the compared OMol25 structures with the same formula, charge and spin is 46.7 kcal/mol. Its HOMO energy is -9.883 eV. The calculation puts the HOMO-LUMO gap at 0.3911 hartree.

Each line ends with the Mulliken charge.
CARTESIAN COORDINATES (ANGSTROEM)
1 C 2.66967 0.20024 1.30655  -0.897
2 C 1.31364 -0.30812 1.71767  -0.058
3 C 0.15584 0.34188 1.82914  -0.609
4 H 3.30065 -0.67212 1.12968  0.296
5 H 2.61583 0.80531 0.42699  0.275
6 H 3.19811 0.77912 2.10369  0.267
7 H 1.15830 -1.34929 1.50302  0.221
8 H -0.70727 -0.26586 1.83394  0.310
9 H 0.15331 1.50106 2.01939  0.197
10 C -2.53017 0.03239 -2.92733  0.114
11 N -1.95320 -0.30773 -1.68677  -0.296
12 O -3.56603 0.70315 -2.98488  -0.542
13 H -2.05554 -0.39888 -3.79906  0.322
14 H -2.39613 -0.00722 -0.82663  0.206
15 H -1.35701 -1.05394 -1.64543  0.195

Forces on atoms 1 to 2 (eV/Å):
C 0.649 -0.206 1.976
C -0.729 0.279 -1.633